[1]
Entry from OMol25: C14H29AlF3O5 as an isolated structure in a non-equilibrium geometry (wB97M-V/def2-TZVPD).

Summary:
**Charge**: -1
**Molar mass**: 361.36 g mol⁻¹
**Energy**: -39971.65233 eV
**Largest force on an atom**: 1.3 eV Å⁻¹

Geometry as XYZ:
```
52
Properties=species:S:1:pos:R:3:forces:R:3:lowdin_charge:R:1
C -0.40307 -3.51164 0.97109 0.081 -0.125 0.031 -0.187
O -0.30994 -2.47626 1.90810 -0.050 0.135 0.254 -0.294
C -1.34830 -1.46408 1.73004 -0.045 -0.102 -0.502 -0.268
Al -1.19758 -0.43169 -0.03296 0.144 -0.212 0.250 0.375
C 0.74052 0.10977 -0.30817 -0.445 0.508 0.290 -0.232
C 1.13901 1.46982 0.32938 0.060 -1.247 -0.480 -0.208
C 2.00810 1.38233 1.51983 -0.308 0.010 1.054 -0.222
F 3.26212 0.87770 1.33551 0.176 1.020 -0.310 0.049
C 1.70756 1.82057 2.75171 0.068 -0.318 -0.687 -0.285
F 2.56369 2.45078 3.56817 -0.222 -0.997 0.396 0.101
F 0.49179 1.66532 3.29284 0.392 1.141 -0.280 0.112
C -2.49847 1.15052 0.00300 0.603 -0.558 -0.414 -0.238
O -3.78959 0.73130 -0.54077 -0.030 0.561 0.273 -0.182
C -4.78346 0.68214 0.40141 -0.290 -0.606 -0.383 -0.299
O -6.02562 0.87510 -0.26550 0.283 0.229 0.094 -0.086
C -6.93603 1.64125 0.44946 -0.746 -0.020 0.079 -0.221
C -7.76866 0.85095 1.51098 0.330 0.114 -0.035 -0.223
O -7.38895 -0.50717 1.64020 -0.228 0.141 0.097 -0.059
H -1.29048 -3.41761 0.34744 -0.073 0.021 -0.130 0.053
H 0.47196 -3.53315 0.31597 0.068 0.095 -0.134 0.076
H -0.44754 -4.48075 1.47886 -0.019 -0.060 0.135 0.070
H -2.31375 -1.99800 1.73514 -0.129 0.042 0.194 0.043
H -1.32919 -0.84999 2.63259 0.106 0.015 0.114 0.042
H -1.62969 -1.41045 -1.24175 -0.052 -0.078 -0.152 -0.053
H 1.38441 -0.66161 0.11393 0.091 -0.183 -0.111 0.043
H 0.92698 0.15803 -1.38096 0.110 -0.105 -0.103 0.034
H 0.28816 2.10819 0.55686 -0.102 0.088 0.155 0.098
H 1.75239 2.01919 -0.39409 0.071 0.268 0.077 0.115
H -2.61277 1.59614 0.99573 -0.196 0.153 0.037 0.045
H -2.13691 1.92899 -0.67561 -0.064 0.225 0.040 0.048
H -4.66074 1.44907 1.17734 0.053 0.133 0.055 0.120
H -4.81890 -0.31618 0.85837 0.054 -0.037 0.233 0.132
H -6.47222 2.49946 0.94549 0.300 -0.004 0.000 0.110
H -7.64357 2.05833 -0.26639 0.002 -0.001 -0.210 0.112
H -8.82306 0.86199 1.25074 -0.128 -0.036 -0.131 0.103
H -7.66797 1.36950 2.46624 -0.094 -0.016 0.168 0.106
H -6.71926 -0.54508 2.32230 0.264 -0.207 0.027 0.078
C 6.43583 0.60781 -3.56709 0.058 -0.129 0.046 -0.086
C 5.10845 0.62772 -2.82519 0.025 0.124 0.052 -0.286
O 4.48843 -0.63585 -2.72381 -0.091 -0.062 -0.155 -0.154
C 5.21640 -1.63209 -2.03328 0.078 -0.098 0.104 -0.282
C 5.52711 -1.28225 -0.58784 -0.008 0.169 0.004 -0.074
H 6.31746 0.14809 -4.54965 -0.024 0.038 -0.019 0.078
H 6.81027 1.62430 -3.69645 -0.024 0.012 -0.009 0.072
H 7.19530 0.04099 -3.02575 0.016 0.046 0.022 0.062
H 4.40167 1.25598 -3.36789 -0.068 -0.063 0.004 0.118
H 5.22702 1.07718 -1.83261 0.053 -0.006 0.003 0.108
H 6.13805 -1.87911 -2.57636 0.025 0.030 0.020 0.103
H 4.58946 -2.52323 -2.06336 -0.081 0.053 -0.046 0.119
H 6.20812 -0.43196 -0.51483 0.044 -0.039 0.014 0.066
H 5.99982 -2.12950 -0.08892 -0.015 -0.024 -0.020 0.075
H 4.61567 -1.02086 -0.04953 -0.025 -0.037 -0.015 0.073
```
Forces are in eV/Å.


[2]
Entry from OMol25: a 5-piece molecular cluster, C14H29BCl12FOSi overall (wB97M-V/def2-TZVPD).

Summary:
**Energy relative to the best compared isomer or geometry (same formula, charge and spin)**: 0.00 kcal/mol
**Charge**: -1
**Molar mass**: 696.72 g mol⁻¹
**Largest force on an atom**: 0.5 eV Å⁻¹

Geometry as XYZ:
```
59
Properties=species:S:1:pos:R:3:forces:R:3:lowdin_charge:R:1
C -3.99261 2.46167 0.42572 -0.003 0.034 -0.199 -0.123
C -3.79726 1.01339 -0.09754 -0.047 0.383 0.113 -0.268
C -2.33562 0.51382 -0.09497 -0.372 -0.361 0.046 -0.187
B -2.10981 -1.07863 0.28778 0.212 0.054 -0.040 -0.557
C -2.17960 -1.35874 1.92011 -0.315 -0.247 -0.153 -0.159
C -3.51233 -1.11865 2.58655 0.426 0.222 -0.058 -0.285
F -4.56292 -1.79925 1.95042 -0.202 -0.072 0.002 -0.095
C -0.63455 -1.63451 -0.26099 -0.129 0.197 0.257 -0.165
C 0.50689 -0.64377 -0.35498 0.083 -0.505 0.007 -0.308
O 0.76105 -0.03353 0.92794 -0.007 0.192 -0.321 -0.214
Si 1.53016 1.41436 0.91380 0.034 0.210 0.338 0.385
C 1.52220 2.00927 2.69745 -0.214 -0.232 -0.404 -0.160
C 3.31662 1.28012 0.34820 -0.049 0.249 0.011 -0.163
C 0.71225 2.72050 -0.16845 0.167 -0.069 -0.077 -0.150
H -4.71921 2.55821 1.23705 -0.001 -0.135 -0.042 -0.002
H -4.34476 3.12421 -0.36977 0.027 0.062 0.004 0.052
H -3.05447 2.88189 0.79083 0.056 -0.021 0.052 0.055
H -4.18285 1.00547 -1.11997 -0.019 -0.249 -0.023 0.091
H -4.44258 0.33679 0.46379 0.035 -0.081 0.042 0.074
H -1.93526 0.67296 -1.10510 0.181 0.233 0.050 0.081
H -1.76739 1.13827 0.60572 0.150 0.047 -0.062 0.071
H -2.98673 -1.74906 -0.26121 -0.025 -0.016 -0.038 0.087
H -1.89232 -2.40370 2.10680 0.066 -0.010 0.049 0.081
H -1.45582 -0.73159 2.45882 0.090 0.036 -0.037 0.092
H -3.74889 -0.05519 2.55313 -0.110 0.031 -0.029 0.043
H -3.54983 -1.43740 3.63143 0.001 -0.095 0.081 0.070
H -0.73861 -2.10754 -1.24630 0.046 0.049 -0.071 0.085
H -0.26724 -2.41577 0.41428 -0.160 -0.147 -0.103 0.024
H 1.43070 -1.15768 -0.65376 0.036 0.095 0.048 0.053
H 0.31860 0.12020 -1.12037 -0.105 0.134 0.071 0.087
H 1.61930 1.14833 3.35821 0.136 0.042 0.123 0.026
H 0.55929 2.47967 2.90225 0.013 0.062 0.101 0.026
H 2.32394 2.72596 2.87129 0.024 0.039 0.141 0.021
H 3.42074 0.91350 -0.67454 -0.016 -0.139 0.027 0.004
H 3.91530 0.67480 1.02854 0.035 -0.135 -0.053 0.028
H 3.72966 2.29483 0.36096 0.056 -0.007 0.005 0.028
H -0.23615 2.39981 -0.59718 -0.048 -0.057 0.060 0.013
H 0.53018 3.61447 0.43041 -0.047 0.065 -0.002 0.025
H 1.38126 3.00032 -0.98549 -0.018 0.037 -0.058 0.015
C -5.47792 1.22666 5.34614 0.052 -0.029 -0.104 -1.536
Cl -5.47578 1.67787 3.64730 -0.067 0.080 0.179 0.593
Cl -3.95825 0.46029 5.80915 -0.051 0.075 0.035 0.548
Cl -5.80533 2.63133 6.37721 -0.029 0.011 0.020 0.497
H -6.27468 0.51283 5.50322 0.000 -0.017 0.023 0.010
C 1.95509 -5.50736 1.18301 -0.051 0.076 0.020 -1.560
Cl 1.41000 -3.97019 1.82274 0.082 -0.030 0.027 0.585
Cl 1.01953 -5.96967 -0.24092 0.004 -0.010 -0.008 0.520
Cl 3.68576 -5.46724 0.80151 0.023 -0.014 0.007 0.495
H 1.80615 -6.26683 1.93802 0.011 -0.028 -0.005 0.004
C 3.22984 -0.31032 -4.09592 -0.048 0.023 0.055 -1.550
Cl 2.87496 -1.56162 -2.91628 0.070 -0.032 -0.081 0.575
Cl 2.26739 1.13585 -3.78474 0.004 -0.003 -0.004 0.538
Cl 4.95460 0.07996 -4.11797 0.018 0.007 0.060 0.493
H 2.96359 -0.68300 -5.07593 0.003 0.005 -0.015 0.003
C 7.13809 -0.14117 -8.18160 -0.007 0.002 0.051 -1.561
Cl 8.09931 -1.56697 -7.78603 0.004 -0.004 -0.008 0.520
Cl 5.46611 -0.34710 -7.67065 -0.008 -0.013 -0.085 0.516
Cl 7.84086 1.30889 -7.46326 0.003 0.001 -0.005 0.521
H 7.14935 -0.02002 -9.25589 0.004 0.003 -0.015 0.007
```
Forces are in eV/Å.


[3]
Entry from OMol25: a 2-piece molecular cluster, C14H29FNO3 overall in a non-equilibrium geometry (wB97M-V/def2-TZVPD).

Summary:
**Energy relative to the best compared isomer or geometry (same formula, charge and spin)**: 44.17 kcal/mol
**Charge**: -1
**Molar mass**: 278.39 g mol⁻¹
**Largest force on an atom**: 5.4 eV Å⁻¹

Geometry as XYZ:
```
48
Properties=species:S:1:pos:R:3:forces:R:3:lowdin_charge:R:1
C 2.43752 -1.08338 -0.02330 -0.505 -0.099 -1.116 -0.104
C 2.05017 -1.53736 -1.53609 0.903 0.740 -0.007 -0.409
C 1.83057 -3.12087 -1.68036 -0.175 0.585 0.430 -0.113
C 0.87654 -0.63060 -2.13983 0.126 -0.118 -1.201 -0.186
C -0.60055 -1.22030 -1.95830 0.196 -0.268 1.032 -0.147
C -1.72033 -0.14424 -1.59499 -0.914 -0.768 0.082 -0.412
N -1.48987 0.33656 -0.17618 0.375 0.430 -1.012 0.054
C -3.18883 -0.84913 -1.54878 0.784 0.106 -0.202 -0.155
C -3.22327 -2.18247 -0.66316 -0.977 -0.587 -1.485 -0.173
C -4.67803 -2.87854 -0.89464 0.263 0.726 0.790 -0.166
F -5.55652 -2.04708 -1.70221 1.017 -1.294 0.987 -0.137
C -1.85673 1.07584 -2.62159 0.413 4.070 -3.325 -0.540
O -3.03481 1.59104 -2.74214 2.227 -1.807 1.085 -0.119
O -0.83901 1.64328 -3.34083 -2.660 -3.264 3.363 -0.188
H 3.42523 -1.56725 0.28517 -1.433 0.523 -0.178 0.069
H 2.55889 0.06199 0.01138 -0.220 -1.807 0.002 0.072
H 1.56394 -1.38702 0.64096 1.287 0.420 -0.491 0.076
H 2.99488 -1.29091 -2.15628 -1.452 -0.299 0.806 0.119
H 2.84800 -3.58890 -1.88374 -1.395 0.322 0.355 0.066
H 1.10494 -3.38095 -2.53392 1.154 0.413 1.272 0.077
H 1.39705 -3.51516 -0.68831 0.646 0.346 -1.575 0.076
H 0.96481 0.46117 -1.78386 -0.230 -1.737 -0.460 0.108
H 1.06501 -0.57603 -3.27758 -0.325 0.121 1.764 0.115
H -0.55080 -1.94817 -1.06028 -0.198 1.110 -1.253 0.099
H -0.91105 -1.87457 -2.85405 0.411 1.223 1.176 0.127
H -2.18471 1.09450 -0.02183 0.871 -0.497 -0.189 0.085
H -0.53149 0.73967 -0.14015 -1.003 -0.075 0.013 0.060
H -3.45481 -1.03132 -2.65439 0.168 0.032 1.860 0.132
H -3.97579 -0.13227 -1.11821 1.398 -0.899 -0.852 0.121
H -2.46645 -2.96470 -1.04492 -0.940 1.365 0.819 0.098
H -3.08853 -1.96719 0.44451 0.028 -0.237 -1.529 0.102
H -4.61316 -3.89930 -1.39065 -0.146 1.395 0.518 0.106
H -5.17393 -2.95115 0.12779 0.337 -0.135 -1.432 0.102
C 3.22162 2.61816 4.19340 -0.115 0.005 0.130 -0.087
C 3.12029 2.40959 2.69135 -0.111 -0.013 0.022 -0.283
O 1.99861 1.63439 2.30099 0.104 -0.162 -0.031 -0.174
C 0.71835 2.15120 2.64144 -0.040 0.111 -0.071 -0.274
C 0.43333 3.51331 2.03169 0.078 0.087 -0.070 -0.077
H 3.25370 1.65598 4.71211 0.037 0.056 -0.066 0.080
H 4.12580 3.18021 4.43963 -0.026 -0.042 -0.030 0.073
H 2.36644 3.17227 4.58671 0.073 0.048 -0.034 0.063
H 4.00617 1.86696 2.35077 -0.195 -0.098 -0.082 0.117
H 3.12259 3.36725 2.16044 -0.016 0.075 0.066 0.106
H 0.59751 2.17420 3.72973 0.012 0.072 0.048 0.103
H -0.01551 1.43534 2.26366 0.221 -0.096 -0.032 0.109
H 1.12848 4.27554 2.38928 -0.051 0.019 0.067 0.061
H -0.57878 3.83895 2.28670 0.071 -0.067 -0.042 0.078
H 0.52255 3.47149 0.94288 -0.069 -0.032 0.077 0.087
```
Forces are in eV/Å.


[4]
Entry from OMol25: a 12-piece molecular cluster, C14H2Cl44F7O2S2 overall in a non-equilibrium geometry (wB97M-V/def2-TZVPD).

Summary:
**Charge**: +1
**Molar mass**: 1959.22 g mol⁻¹
**Energy**: -610302.19469 eV
**Largest force on an atom**: 13.2 eV Å⁻¹

Geometry as XYZ:
```
71
Properties=species:S:1:pos:R:3:forces:R:3:lowdin_charge:R:1
O 1.11614 0.06838 -4.27552 -0.416 0.544 6.863 -0.281
S 1.21611 0.59972 -2.79333 1.998 6.351 -11.410 0.719
O 1.87367 2.02810 -2.93421 -2.418 -5.783 2.529 -0.294
S 2.56971 -0.55719 -1.66865 1.575 -1.125 1.535 1.038
C 2.03773 -2.34436 -1.49255 -0.874 -6.157 -1.433 -0.379
F 2.93127 -3.27724 -2.27655 -2.702 3.647 2.322 -0.015
F 0.65405 -2.63041 -1.98144 5.009 1.827 1.838 -0.086
C 2.18114 -2.70679 0.13377 -0.074 -0.387 1.076 -0.167
F 3.62275 -2.49645 0.49977 -4.725 -0.269 -1.407 -0.149
F 1.66886 -4.05520 0.47600 2.172 4.557 -1.582 0.014
C -0.45303 0.87884 -1.99127 -7.070 0.766 2.612 -0.312
F -1.13191 -0.34456 -1.50438 3.084 4.104 -2.013 -0.002
F -0.41573 1.83831 -0.83056 1.921 -5.421 -4.622 -0.356
F -1.37287 1.47670 -3.02574 4.215 -2.435 3.766 0.050
H 3.78009 -0.61806 -2.42910 -1.569 0.052 0.064 0.132
H 1.57111 -1.85476 0.69210 1.211 -2.470 -0.900 0.075
C -3.27357 0.29003 1.65623 -0.299 0.066 0.276 -1.955
Cl -2.62306 -1.28178 2.18612 -0.199 0.258 -0.203 0.472
Cl -4.63653 0.02280 0.54008 0.430 0.073 0.261 0.547
Cl -3.83900 1.20759 3.07505 0.226 -0.330 -0.535 0.497
Cl -1.99595 1.21145 0.82370 -1.180 -0.513 1.135 0.614
C -4.03339 -4.06773 5.13978 -0.218 -0.046 0.126 -2.011
Cl -5.12596 -5.12172 4.20710 0.319 0.294 0.230 0.520
Cl -4.65668 -2.39863 5.11814 0.159 -0.386 0.002 0.499
Cl -3.94328 -4.64623 6.82260 0.006 0.170 -0.491 0.524
Cl -2.40778 -4.10419 4.41141 -0.245 -0.001 0.124 0.483
C -1.48545 5.50528 -1.82500 -0.083 0.410 0.155 -1.932
Cl -0.83494 3.93347 -1.29511 -0.737 2.689 -0.664 0.664
Cl -2.84841 5.23805 -2.94116 0.395 0.006 0.288 0.544
Cl -2.05088 6.42285 -0.40618 0.032 -0.395 -0.339 0.507
Cl -0.20783 6.42670 -2.65753 -0.421 -0.692 -0.031 0.455
C 5.46625 -5.73683 1.49203 0.218 -0.303 -0.025 -1.966
Cl 7.20235 -5.45887 1.78047 -0.519 -0.026 -0.063 0.537
Cl 5.20082 -7.44744 1.06987 0.049 0.513 0.134 0.539
Cl 4.54814 -5.33965 2.96648 -0.131 -0.583 -0.886 0.478
Cl 4.91364 -4.70155 0.15140 0.587 -0.881 0.210 0.577
C -5.10638 4.84250 4.43517 -0.130 0.171 -0.018 -2.005
Cl -4.54627 3.36508 5.25860 -0.137 0.393 0.009 0.483
Cl -4.82241 6.25248 5.48691 -0.060 -0.419 -0.287 0.524
Cl -4.20879 5.04896 2.90991 -0.172 -0.071 0.316 0.495
Cl -6.84786 4.70361 4.08529 0.490 0.010 0.091 0.523
C -0.10578 10.12141 0.31015 0.112 0.156 -0.026 -1.997
Cl 0.22399 8.83593 -0.87867 -0.013 0.617 0.461 0.454
Cl -1.56176 9.70333 1.24834 0.325 0.072 -0.218 0.507
Cl 1.28499 10.28219 1.41224 -0.348 -0.045 -0.255 0.517
Cl -0.37039 11.66407 -0.54111 0.058 -0.418 0.231 0.524
C 1.87127 0.21654 3.17552 -0.151 0.066 1.359 -1.947
Cl 2.14759 1.89935 3.69156 -0.081 -0.570 -0.351 0.568
Cl 2.01388 0.10802 1.40274 0.062 0.825 0.127 0.549
Cl 3.08464 -0.84443 3.93497 -0.466 0.357 -0.517 0.525
Cl 0.23916 -0.29682 3.67264 0.584 0.169 -0.315 0.535
C 2.72798 6.93738 -5.82163 0.053 0.066 -0.131 -2.004
Cl 4.40756 6.52274 -5.39550 -0.416 0.097 -0.085 0.512
Cl 2.72332 8.00134 -7.25091 -0.010 -0.320 0.441 0.528
Cl 1.82288 5.44694 -6.18782 0.175 0.314 0.105 0.503
Cl 1.95815 7.77846 -4.45255 0.323 -0.033 -0.387 0.484
C -1.45196 -4.81568 -4.01719 -0.188 -0.304 -0.198 -1.983
Cl 0.28484 -5.21282 -3.99918 -0.325 0.089 0.003 0.526
Cl -2.38417 -6.20006 -3.39323 0.310 0.496 -0.145 0.513
Cl -1.74596 -3.39015 -2.98952 -0.294 -0.276 -0.263 0.547
Cl -1.96262 -4.45978 -5.68663 0.157 -0.075 0.507 0.525
C -5.16126 -7.99997 -5.59148 -0.059 -0.039 -0.101 -2.014
Cl -6.25384 -9.05396 -6.52416 0.312 0.298 0.276 0.524
Cl -5.78456 -6.33087 -5.61312 0.171 -0.377 0.021 0.504
Cl -5.07116 -8.57847 -3.90865 -0.016 0.124 -0.358 0.500
Cl -3.53565 -8.03643 -6.31985 -0.386 -0.013 0.137 0.493
C 6.18258 -2.49395 6.12666 0.089 -0.011 0.298 -1.988
Cl 6.21217 -3.28380 7.72346 -0.018 0.228 -0.458 0.532
Cl 5.38494 -0.90658 6.26403 0.264 -0.320 0.063 0.492
Cl 7.85129 -2.27155 5.54302 -0.479 -0.069 0.116 0.526
Cl 5.28199 -3.51365 4.97618 0.541 0.684 0.609 0.442
```
Forces are in eV/Å.